# 1
DFT (wB97M-V/def2-TZVPD) results for a molecular structure, C41H72Br20ClF2O6PSi in a non-equilibrium geometry.

```
144
Properties=species:S:1:pos:R:3:lowdin_charge:R:1
C 0.78932 -8.02333 -1.32540 -0.09
C -0.68442 -7.95695 -0.77926 -0.25
O -1.22010 -6.64866 -1.02005 -0.18
C -1.50577 -6.41880 -2.39804 -0.18
C -0.44674 -5.50536 -3.15166 -0.19
O 0.62330 -5.04354 -2.34228 -0.15
C 0.23743 -3.94009 -1.52600 -0.17
C 1.42215 -2.93463 -1.27785 -0.18
O 2.43691 -3.51045 -0.44070 -0.13
C 3.20146 -2.42723 0.12304 -0.08
C 2.70813 -2.11838 1.60889 -0.42
O 1.67421 -2.66132 1.87004 0.13
O 3.55486 -1.42375 2.43316 -0.12
C 3.13191 -0.09972 2.92466 -0.44
C 1.89854 -0.36894 3.84978 -0.59
Br 2.03659 -2.01660 4.98309 0.77
C 1.28182 0.70869 4.79950 -0.72
C 2.14516 1.24293 5.99530 -0.18
Br 0.22933 2.13234 3.86761 0.77
P 4.83094 0.33261 3.76389 0.72
O 4.96131 -0.61494 5.16323 -0.39
Cl 4.91998 2.26939 4.51431 0.30
C 2.87409 0.77867 1.63241 -0.41
F 3.81268 0.50492 0.62294 0.06
F 1.56052 0.63955 1.15041 0.04
C 3.07481 2.32813 1.85708 -0.21
C 2.55793 3.25636 0.69393 -0.22
Si 1.74955 4.89336 1.30605 0.57
C 2.21445 5.35871 3.08881 -0.19
C 2.43555 6.29775 0.17776 -0.23
C -0.13954 4.71494 1.02599 -0.24
C -0.95767 5.93468 1.09380 -0.08
C -2.38978 5.83456 0.85936 -0.08
C -3.08038 4.59125 0.52970 -0.14
C -2.26386 3.36366 0.47785 -0.28
C -0.81849 3.45969 0.73721 -0.18
H 1.35034 -7.13152 -0.94239 0.09
H 1.27742 -8.98731 -1.03508 -0.02
H 0.72164 -8.01190 -2.45079 0.07
H -0.64502 -8.16516 0.32535 0.12
H -1.38023 -8.71819 -1.22103 0.11
H -2.55998 -6.04111 -2.52278 0.13
H -1.48668 -7.42394 -2.91703 0.11
H 0.01495 -6.06933 -4.00938 0.13
H -1.03199 -4.67001 -3.63815 0.11
H -0.14806 -4.24666 -0.50907 0.14
H -0.62250 -3.37455 -1.99799 0.13
H 1.82054 -2.65496 -2.29427 0.13
H 0.94473 -2.02258 -0.81593 0.13
H 3.05779 -1.55346 -0.55802 0.11
H 4.28100 -2.71584 0.08196 0.14
H 1.03529 -0.62830 3.17017 0.09
H 0.44751 0.15225 5.31284 0.06
H 1.49227 1.31575 6.91193 0.07
H 3.01158 0.60446 6.28426 0.03
H 2.42912 2.30685 5.76979 0.04
H 5.27893 -1.50196 4.91692 0.05
H 2.76273 2.67796 2.86705 0.02
H 4.19839 2.45098 1.85270 0.10
H 1.83571 2.79982 -0.02172 0.02
H 3.44543 3.57452 0.07274 0.07
H 1.88359 4.55139 3.78675 -0.02
H 1.69509 6.32848 3.34311 0.04
H 3.31222 5.58868 3.16578 0.05
H 2.00477 6.19931 -0.87091 -0.02
H 3.54919 6.17189 0.05598 0.02
H 2.18120 7.27142 0.66610 0.03
H -0.42620 6.88671 1.31345 0.09
H -2.96647 6.79269 0.92975 0.10
H -4.18785 4.52206 0.33646 -0.10
H -2.75476 2.40000 0.23898 -0.02
H -0.21241 2.52934 0.69249 0.05
Br 3.24159 1.63245 -4.74479 0.61
C 2.02976 0.35712 -3.91037 -0.69
C 0.61913 0.88305 -3.87555 -0.70
Br 0.38429 2.21998 -2.47835 0.68
H 2.43218 0.13524 -2.92429 0.04
H 2.08783 -0.53711 -4.53154 0.06
H -0.08007 0.08507 -3.62335 0.04
H 0.31408 1.34717 -4.81137 0.02
Br 0.50406 -10.79340 -4.50205 0.60
C 0.93067 -12.30339 -3.34743 -0.69
C 1.07247 -11.87205 -1.91098 -0.68
Br 2.77479 -10.97904 -1.60241 0.66
H 1.83022 -12.76497 -3.74754 0.05
H 0.09310 -12.99151 -3.45932 0.06
H 1.08292 -12.73805 -1.24979 0.06
H 0.29146 -11.18502 -1.59008 0.04
Br -2.90367 1.52791 2.14420 0.84
C -3.92766 0.40622 3.37376 -0.63
C -5.32059 0.94583 3.57074 -0.71
Br -5.32536 2.49122 4.75780 0.61
H -3.35649 0.34035 4.29807 0.05
H -3.96244 -0.57661 2.90237 0.06
H -5.95187 0.20710 4.06530 0.05
H -5.79397 1.25868 2.64159 0.00
Br -0.05343 0.56649 10.24928 0.60
C -0.28824 -1.10185 9.27191 -0.70
C 0.84156 -2.06123 9.54258 -0.68
Br 2.44788 -1.55396 8.56590 0.61
H -0.38704 -0.84216 8.22020 0.04
H -1.23217 -1.51079 9.63155 0.06
H 0.59182 -3.05837 9.18084 0.06
H 1.11414 -2.11924 10.59377 0.05
Br -1.16490 -1.74899 -6.06153 0.61
C -1.94409 -0.04910 -6.60535 -0.69
C -1.59767 0.28170 -8.03302 -0.69
Br 0.23760 0.91369 -8.18733 0.62
H -1.59847 0.69904 -5.89599 0.03
H -3.01992 -0.18085 -6.49262 0.06
H -2.21376 1.10467 -8.39415 0.06
H -1.69873 -0.56482 -8.70827 0.05
Br -5.74925 4.63189 -0.94772 0.79
C -7.47216 3.72693 -0.84171 -0.64
C -7.45094 2.65073 0.21309 -0.76
Br -6.49631 1.06796 -0.40572 0.63
H -7.69886 3.35195 -1.83716 0.05
H -8.18875 4.50543 -0.58013 0.06
H -8.45708 2.30617 0.42733 -0.03
H -6.97403 2.96545 1.13851 0.02
Br -9.19267 2.28941 2.81325 0.72
C -9.60724 0.63405 3.75109 -0.66
C -9.01693 -0.55668 3.04110 -0.69
Br -10.05498 -1.02652 1.46177 0.62
H -10.68929 0.58497 3.84671 0.05
H -9.16432 0.74930 4.74044 0.06
H -9.05395 -1.43965 3.67864 0.06
H -7.99280 -0.39510 2.71029 0.03
Br 1.09367 5.62752 -5.68997 0.60
C 1.83604 6.91328 -4.42882 -0.68
C 3.26890 6.58806 -4.09552 -0.66
Br 3.38142 5.09237 -2.85377 0.65
H 1.18328 6.91796 -3.55859 0.05
H 1.76977 7.87703 -4.93325 0.06
H 3.74191 7.42323 -3.57880 0.06
H 3.86420 6.32276 -4.96703 0.03
Br 7.50960 1.65334 -8.10626 0.60
C 7.65679 3.31848 -7.10680 -0.70
C 6.40959 3.59073 -6.30663 -0.70
Br 4.96512 4.24041 -7.44181 0.60
H 7.88415 4.10147 -7.82641 0.05
H 8.51188 3.17793 -6.44600 0.06
H 6.58392 4.38861 -5.58509 0.06
H 6.03279 2.71283 -5.78597 0.02
```

Properties
HOMO energy	-8.461	eV

# 2
DFT (wB97M-V/def2-TZVPD) results for 3 unconnected molecules or ions with the total composition C41H72Cl2FN3O4P2S in a non-equilibrium geometry.

```
126
Properties=species:S:1:pos:R:3:lowdin_charge:R:1
C 4.95657 0.52399 7.62822 -0.02
C 4.04191 1.39789 6.66861 -0.45
O 4.61429 2.06476 5.82805 0.07
N 2.59102 1.36901 6.83024 0.00
C 1.91324 1.04460 5.54791 -0.22
C 0.47926 1.70247 5.49445 -0.19
C -0.18489 1.66246 4.03286 -0.18
C 0.07071 0.28186 3.31203 -0.17
C -1.18643 -0.25112 2.49926 -0.19
N -2.13424 0.67403 2.17756 0.16
C -3.17556 0.01986 1.51248 -0.12
C -4.34312 0.89239 1.06677 -0.09
C -4.22990 2.44685 1.36186 -0.14
C -3.14273 3.12720 0.44911 -0.18
F -3.56812 3.42107 -0.86355 -0.08
C -5.50297 0.30931 0.35898 -0.20
P -6.84022 1.54262 -0.16775 0.70
O -6.29220 2.77660 -0.83808 -0.46
C -5.60300 -1.18911 0.04023 -0.19
C -6.84377 -1.80014 -0.70239 -0.59
Cl -8.43205 -1.35608 0.13531 0.60
C -6.86216 -1.54267 -2.27741 -0.70
C -8.35088 -1.30685 -2.80514 -0.17
Cl -5.70784 -0.27276 -2.86111 0.63
C -4.46366 -2.01762 0.47193 -0.06
C -4.40438 -3.56925 0.16971 -0.15
C -3.47400 -3.75342 -1.09763 -0.22
C -3.49400 -5.19777 -1.74009 -0.19
C -2.15921 -5.36017 -2.62355 -0.21
C -1.69949 -4.02311 -3.33725 -0.22
C -0.78946 -4.23347 -4.62173 -0.18
C 0.64646 -3.57671 -4.38654 -0.14
C 0.92438 -2.32158 -5.33549 -0.16
O 2.14381 -2.62625 -6.08360 -0.05
C 2.58302 -1.51740 -6.79017 -0.47
C 4.10254 -1.28979 -7.14723 0.01
O 1.79629 -0.67659 -7.19301 0.07
C -3.26670 -1.41991 1.19330 -0.12
N -2.23686 -2.29952 1.51509 0.10
C -1.19791 -1.71519 2.17156 -0.35
P 0.24794 -2.81491 2.66717 0.36
S 0.19570 -3.40180 4.51826 0.10
H 5.86812 1.13036 7.89739 0.08
H 5.22561 -0.46409 7.16350 0.08
H 4.39947 0.30954 8.58925 0.07
H 2.24025 2.23190 7.25157 0.10
H 2.53122 1.26179 4.62865 0.12
H 1.74751 -0.07962 5.55878 0.11
H -0.21227 1.07778 6.13833 0.11
H 0.51360 2.75798 5.89530 0.11
H -1.26195 1.92582 4.18355 0.10
H 0.37014 2.44817 3.43221 0.12
H 0.99148 0.26884 2.65546 0.12
H 0.24956 -0.49694 4.11445 0.06
H -5.22190 2.96192 1.38972 0.09
H -3.82049 2.49920 2.42043 0.11
H -2.29759 2.37778 0.34607 0.11
H -2.67280 4.04806 0.89862 0.12
H -7.47293 1.95495 1.05873 0.03
H -7.76322 0.93580 -1.06660 -0.03
H -6.78896 -2.92154 -0.57629 0.09
H -6.54672 -2.51052 -2.77361 0.10
H -8.32493 -1.34298 -3.93779 0.08
H -9.01057 -2.17636 -2.50529 0.08
H -8.77283 -0.31826 -2.49342 0.05
H -3.88094 -4.05538 1.05032 0.12
H -5.41302 -4.05013 0.10261 0.10
H -2.41211 -3.57497 -0.73759 0.10
H -3.69060 -2.91801 -1.81871 0.11
H -4.34543 -5.22226 -2.48308 0.11
H -3.56734 -6.01937 -0.97187 0.11
H -1.31289 -5.66901 -1.92824 0.11
H -2.26565 -6.22328 -3.35073 0.11
H -1.18802 -3.37876 -2.56062 0.10
H -2.63493 -3.48423 -3.68056 0.11
H -0.74489 -5.29171 -4.99499 0.11
H -1.26195 -3.63203 -5.45961 0.10
H 1.42838 -4.35046 -4.63651 0.11
H 0.80782 -3.20534 -3.33774 0.10
H 0.06448 -2.07442 -6.01046 0.12
H 1.15960 -1.39449 -4.73264 0.13
H 4.56294 -2.18658 -7.66035 0.09
H 4.67166 -1.02535 -6.21335 0.09
H 4.17410 -0.44484 -7.88756 0.07
H 1.41659 -2.00859 2.45863 -0.01
H 0.26929 -3.87648 1.70545 -0.01
C 8.92653 2.37771 -10.81221 -0.11
C 7.73304 2.01217 -9.93819 -0.27
C 7.48436 0.50564 -9.85605 -0.23
C 7.14339 -0.17093 -11.18667 -0.23
C 5.92110 0.39547 -11.91007 -0.27
C 4.62870 0.23960 -11.11844 -0.11
H 8.77852 2.06895 -11.84903 0.07
H 9.07858 3.45980 -10.80923 0.07
H 9.84027 1.90819 -10.43939 0.07
H 6.83968 2.52860 -10.30109 0.10
H 7.91461 2.38846 -8.92639 0.10
H 6.68054 0.31935 -9.13622 0.09
H 8.37546 0.02114 -9.44125 0.11
H 6.98378 -1.23844 -11.00016 0.11
H 8.00683 -0.11079 -11.85755 0.10
H 5.80930 -0.12953 -12.86402 0.10
H 6.07531 1.44960 -12.15782 0.10
H 4.43056 -0.81329 -10.90084 0.07
H 3.78493 0.63000 -11.69155 0.07
H 4.66593 0.78595 -10.17334 0.06
C -0.89403 2.14577 8.85250 -0.12
C -1.38619 3.05766 9.96923 -0.27
C -0.64907 4.39636 10.02221 -0.23
C 0.85282 4.30082 10.30484 -0.23
C 1.22638 3.58881 11.60533 -0.27
C 0.70010 4.29371 12.84956 -0.11
H 0.15594 1.87426 8.98408 0.06
H -1.47469 1.21995 8.83881 0.08
H -1.00655 2.62844 7.87888 0.06
H -1.30826 2.53878 10.92902 0.10
H -2.45155 3.25514 9.81357 0.11
H -1.12232 5.03021 10.77851 0.10
H -0.78788 4.91588 9.06727 0.11
H 1.26576 5.31497 10.32285 0.11
H 1.34870 3.79098 9.47123 0.09
H 2.31790 3.53792 11.67098 0.10
H 0.87253 2.55389 11.59199 0.10
H 1.08074 5.31660 12.90766 0.08
H 1.02115 3.76316 13.74880 0.07
H -0.39122 4.33133 12.86159 0.07
```

Properties
SMILES	CC(=O)NCCCCc1nc2c(CCF)c([PH2]=O)c([C@@H](Cl)[C@@H](C)Cl)c(CCCCCCCCOC(C)=O)c2nc1[PH2]=S.CCCCCC.CCCCCC
HOMO energy	-8.983	eV

Calculated energy in order - -54827.81170; -4171.65891 Ha